1.
Molecular formula: C25H23N7SYb
Method: DFT, ωB97M-V/def2-TZVPD

```
57
Properties=species:S:1:pos:R:3:forces:R:3:mulliken_spin:R:1
Yb 0.060627 0.038452 0.143186 0.1 -0.8 -0.3 1.009
C 1.653593 3.015724 2.250130 0.1 -0.1 0.0 0.000
C 0.538329 2.536385 1.372113 -0.3 0.1 -0.1 0.004
C 0.523882 2.821944 -0.005994 -0.2 0.0 0.2 -0.001
C -0.605960 2.561062 -0.789042 -0.2 0.3 0.2 0.000
C -1.762247 2.028389 -0.205506 0.1 0.2 0.2 -0.003
C -1.762215 1.728758 1.164064 0.0 0.4 0.0 0.003
C -0.613154 1.946292 1.935823 -0.1 0.4 -0.1 -0.006
H 1.312770 3.907434 2.782583 0.0 0.0 0.0 0.000
H 2.533764 3.300854 1.677144 0.0 0.0 0.0 0.000
H 1.932496 2.287206 3.011779 0.0 0.0 0.0 0.000
H 1.348540 3.375621 -0.437755 0.1 -0.2 -0.1 0.000
H -0.632641 2.900875 -1.816617 0.1 -0.2 -0.1 0.000
H -2.681413 1.969685 -0.773059 0.0 -0.2 -0.1 0.000
H -2.684648 1.437634 1.648169 0.0 -0.3 0.0 0.000
H -0.673455 1.832047 3.012182 0.1 -0.2 0.0 0.000
N 1.279600 -1.169480 -3.900114 0.2 0.1 0.1 0.000
C -0.030892 -1.436446 -4.195448 -0.3 -0.1 0.1 0.000
C -0.744597 -1.088010 -3.089852 -0.1 0.0 -0.1 0.001
N 0.114557 -0.598830 -2.133250 0.4 0.1 0.4 -0.001
C 1.342762 -0.668063 -2.656547 -0.4 0.0 -0.2 0.001
C 2.484905 -0.174901 -1.916517 0.3 0.2 0.3 -0.002
N 2.346049 0.289333 -0.671580 -0.5 -0.3 -0.2 0.000
C 3.592789 0.724702 -0.283799 0.1 0.1 0.0 0.000
C 4.479653 0.520103 -1.296672 0.0 0.1 0.2 0.000
N 3.762259 -0.047206 -2.314502 -0.1 -0.1 -0.1 0.000
H 2.051231 -1.330252 -4.530641 0.0 0.0 0.0 0.000
H -0.341638 -1.852853 -5.138647 0.0 0.0 0.0 0.000
H -1.808282 -1.143834 -2.927504 0.0 0.0 0.0 0.000
H 3.779719 1.161983 0.682801 0.0 0.0 0.0 0.000
H 5.532924 0.729853 -1.375921 0.0 0.0 0.0 0.000
H 4.155374 -0.303097 -3.208859 0.0 0.0 0.0 0.000
N -2.440277 -3.519554 1.364609 0.1 0.0 0.0 0.001
C -3.836269 -3.257848 1.435058 -0.4 0.1 0.1 0.000
C -4.660920 -4.148073 2.098969 0.1 0.0 0.0 0.000
C -6.021371 -3.884173 2.200563 0.0 0.0 0.0 0.000
C -6.544978 -2.721692 1.662214 0.0 0.0 0.0 0.000
C -5.711305 -1.814312 1.014040 -0.1 0.0 0.0 0.000
C -4.367575 -2.100929 0.890212 0.4 0.1 0.0 0.001
S -3.292741 -1.009415 -0.018517 -0.1 -0.2 -0.2 0.000
N -1.719412 -1.441572 0.563833 0.3 0.3 0.1 -0.002
C -1.498123 -2.628323 1.074237 -0.1 0.1 -0.1 -0.001
C -0.075307 -2.997224 1.327119 0.3 -0.2 0.1 0.001
C 0.310976 -4.287076 1.652554 -0.1 0.1 0.0 -0.001
C 1.653301 -4.574165 1.860326 0.1 0.1 0.0 0.000
C 2.578483 -3.552882 1.731973 0.0 -0.2 0.0 0.000
C 2.123811 -2.294888 1.387792 0.0 0.2 0.1 0.000
N 0.831293 -2.003630 1.182561 -0.2 0.1 -0.2 -0.003
H -2.167617 -4.389176 1.792121 0.1 0.0 0.0 0.000
H -4.246187 -5.048712 2.538582 0.0 0.0 0.0 0.000
H -6.665625 -4.589413 2.706315 0.0 0.0 0.0 0.000
H -7.601753 -2.509055 1.742629 0.0 0.0 0.0 0.000
H -6.118483 -0.904061 0.591917 0.0 0.0 0.0 0.000
H -0.406081 -5.090414 1.737108 0.0 0.0 0.0 0.000
H 1.964194 -5.576995 2.120828 0.0 0.0 0.0 0.000
H 3.632829 -3.730241 1.890443 0.0 0.1 0.0 0.000
H 2.823702 -1.476535 1.282264 0.0 0.0 0.0 0.000
```
Forces are in eV/Å.

Properties
Total charge = +3
Molecular weight = 626.6 g/mol
Spin multiplicity = 2
DFT total energy = -79073.5151 eV

---

2.
Molecular formula: CHN3OS
Method: DFT, ωB97M-V/def2-TZVPD

```
7
Properties=species:S:1:pos:R:3:forces:R:3:lowdin_charge:R:1
S -2.610752 0.118091 -0.095503 0.7 -0.3 0.2 0.714
C -0.999289 0.056822 -0.003932 -0.1 2.2 -0.3 -0.893
N -0.095022 1.294424 -0.005300 -0.5 -1.6 0.0 0.060
N 1.070397 0.885211 -0.090899 -0.9 -0.6 -0.1 0.014
N 1.098065 -0.498135 -0.244315 0.2 1.0 -0.5 0.014
O -0.191463 -0.992790 0.003610 0.0 0.0 0.0 -0.038
H 1.728065 -0.863621 0.436342 0.6 -0.7 0.6 0.128
```
Forces are in eV/Å.

Properties
SMILES = S=c1nn[nH]o1
Molecular weight = 103.1 g/mol
DFT total energy = -18402.7136 eV

---

3.
Molecular formula: C22H37N5O5
Method: DFT, ωB97M-V/def2-TZVPD

```
69
Properties=species:S:1:pos:R:3:forces:R:3:lowdin_charge:R:1
C -1.556021 5.639516 -2.794886 0.0 -0.4 -0.1 -0.059
C -1.037191 4.473725 -3.622862 0.4 0.4 0.1 -0.204
O -1.796889 3.284499 -3.376313 -0.3 0.1 -0.3 0.023
C -1.458989 2.538356 -2.338558 -0.2 -0.4 0.1 -0.468
O -0.538100 2.780627 -1.590118 0.1 0.2 0.0 0.082
C -2.333893 1.307448 -2.200516 0.2 0.1 0.2 -0.193
C -2.894054 1.282244 -0.770181 -0.1 -0.1 0.0 -0.113
C -3.337189 -0.110761 -0.336639 0.1 0.3 0.1 -0.169
N -2.258510 -1.055033 -0.551748 -0.3 0.0 -0.1 -0.168
C -2.444154 -2.287695 0.194261 -0.1 0.0 0.0 -0.074
C -2.026470 -2.045125 1.641629 -0.5 0.0 -0.4 -0.425
O -2.819386 -2.104275 2.561168 -0.2 -0.2 0.1 0.063
N -0.733212 -1.671703 1.815238 0.7 0.3 0.0 0.010
C -0.272416 -1.352401 3.159885 0.0 -0.1 0.6 -0.116
C 0.558610 -2.448561 3.849558 0.0 0.0 -0.2 -0.382
C -0.125941 -3.807077 3.738092 0.0 0.2 0.1 -0.061
C 1.990779 -2.515220 3.321972 -0.2 0.0 0.2 -0.064
C 0.214239 -1.621027 0.758604 0.0 -0.1 0.0 -0.121
C 0.654592 -0.396757 0.300232 -0.3 -0.4 0.5 -0.220
N 0.137390 0.748371 0.819517 0.2 -0.2 -0.2 0.204
N 1.646617 -0.307423 -0.644742 -0.1 0.1 0.0 0.070
C 2.258508 0.955138 -1.040941 0.5 0.5 -0.2 -0.105
C 3.393755 1.421297 -0.110150 -0.1 -0.2 0.1 -0.381
C 2.894080 1.996278 1.212583 0.2 0.0 -0.2 -0.076
C 4.391188 0.293370 0.143613 0.0 0.2 -0.2 -0.062
C 2.127003 -1.437187 -1.294266 -0.1 -0.2 0.0 -0.482
O 2.931718 -1.380281 -2.196897 0.2 0.0 -0.2 0.079
N 1.609661 -2.621923 -0.859863 0.1 -0.4 -0.1 0.225
C 0.676660 -2.837258 0.157644 0.1 0.5 -0.1 -0.439
O 0.320805 -3.972513 0.413544 -0.1 -0.2 0.0 0.063
C -2.032417 -1.208501 -1.972165 0.3 0.1 -0.1 -0.167
C -1.438960 0.092933 -2.502448 -0.2 -0.2 -0.1 -0.103
H -1.000600 6.538501 -3.045197 0.0 0.1 0.0 0.079
H -1.429205 5.430936 -1.735300 0.0 0.0 0.1 0.076
H -2.610972 5.805357 -2.998533 -0.1 0.1 0.0 0.079
H -1.151725 4.666003 -4.691029 0.0 -0.1 0.1 0.125
H 0.013563 4.275752 -3.388443 -0.2 0.0 -0.1 0.122
H -3.147157 1.357756 -2.927443 0.0 0.0 0.0 0.152
H -2.118322 1.635572 -0.090913 -0.1 0.0 0.0 0.095
H -3.738169 1.970951 -0.700476 0.0 0.1 0.0 0.126
H -4.243158 -0.406874 -0.895966 0.0 -0.1 0.1 0.130
H -3.588751 -0.097712 0.725989 -0.1 0.0 0.0 0.127
H -3.489623 -2.630096 0.195731 0.1 0.0 0.1 0.137
H -1.825534 -3.079462 -0.227484 0.0 0.0 0.0 0.117
H -1.178147 -1.182867 3.748073 0.2 0.1 -0.1 0.125
H 0.312479 -0.427834 3.123110 0.0 0.0 0.0 0.115
H 0.604460 -2.160651 4.907324 0.0 0.0 -0.1 0.133
H -1.158339 -3.739708 4.071435 -0.1 -0.1 0.1 0.078
H 0.392405 -4.542197 4.349102 0.1 -0.1 0.1 0.079
H -0.119103 -4.151005 2.706687 0.0 -0.1 -0.1 0.062
H 2.586073 -3.173106 3.951098 0.1 -0.1 0.0 0.079
H 2.012982 -2.910978 2.311042 0.1 -0.1 -0.1 0.063
H 2.454277 -1.529577 3.324875 0.1 0.1 0.0 0.071
H 0.185028 1.583543 0.253297 -0.1 0.0 0.0 0.078
H -0.740594 0.602957 1.295893 0.0 0.0 0.0 0.110
H 1.501022 1.734726 -1.141210 0.0 -0.1 -0.1 0.100
H 2.686539 0.765792 -2.029152 -0.2 0.1 0.2 0.130
H 3.907427 2.221876 -0.654150 -0.1 0.0 0.0 0.138
H 3.734833 2.388785 1.780184 0.1 0.1 0.1 0.079
H 2.191423 2.808728 1.043857 -0.1 0.1 0.1 0.075
H 2.408851 1.231480 1.812383 0.0 0.0 0.1 0.061
H 4.719790 -0.147529 -0.793627 0.1 -0.1 0.0 0.076
H 3.940631 -0.488476 0.752538 0.0 -0.1 0.1 0.078
H 5.261240 0.674377 0.672617 0.1 0.0 0.1 0.081
H 1.955729 -3.450498 -1.330875 0.0 0.2 0.1 0.172
H -2.962586 -1.451383 -2.516174 0.0 -0.1 0.0 0.130
H -1.318661 -2.018664 -2.137495 0.0 0.0 0.0 0.124
H -0.470588 0.243591 -2.026583 0.0 0.0 0.0 0.100
H -1.279332 0.018854 -3.579432 0.1 0.0 0.0 0.129
```
Forces are in eV/Å.

Properties
SMILES = CCOC(=O)C1CCN(CC(=O)N(CC(C)C)c2c(N)n(CC(C)C)c(=O)[nH]c2=O)CC1
Molecular weight = 451.6 g/mol
DFT total energy = -41105.7802 eV

---

4.
Molecular formula: C5H13NO
Method: DFT, ωB97M-V/def2-TZVPD

```
20
Properties=species:S:1:pos:R:3:forces:R:3:lowdin_charge:R:1
C -1.420809 1.498533 1.259790 0.8 1.0 0.4 -0.094
C 0.130061 1.347659 1.066442 -0.4 1.3 -1.2 -0.213
C 0.447030 0.319092 -0.014775 2.6 -2.8 1.2 -0.317
C 0.573238 0.757800 -1.472000 3.0 4.1 3.9 -0.048
C 0.822648 -0.964397 0.360341 0.2 0.9 -1.7 -0.133
N 1.132493 -2.069582 -0.602786 0.9 1.9 0.4 -0.007
H -1.640946 2.566228 1.180773 -0.4 -0.2 0.3 0.064
H -1.752258 1.119370 2.204376 0.1 0.1 1.0 0.054
H -2.112872 0.987995 0.625206 0.2 -0.5 -1.3 0.060
H 0.632473 1.113210 1.997599 -0.1 -0.3 0.2 0.089
H 0.532322 2.426776 0.825792 -0.5 -2.1 0.0 0.135
H 1.713804 1.115391 -1.701973 -2.5 -1.4 0.3 0.142
H 0.157550 0.032706 -2.035550 -1.3 -1.7 -2.6 0.018
H 0.092093 1.744482 -1.338983 -0.4 -0.5 -1.5 0.073
H 1.000579 -1.283289 1.368982 -0.5 0.2 0.5 0.095
H 1.585776 -1.585341 -1.394194 -0.3 -0.8 0.3 0.079
H 1.795710 -2.779173 -0.251355 -0.5 0.9 0.0 0.090
O -1.477413 -1.984132 -0.980928 -0.4 -0.7 -1.1 -0.092
H -0.643415 -2.489740 -1.050681 -0.3 0.5 0.0 0.002
H -1.568063 -1.873587 -0.046077 -0.2 0.2 0.8 0.004
```
Forces are in eV/Å.

Properties
SMILES = CC/C(C)=C/N.O
Molecular weight = 103.2 g/mol
DFT total energy = -8931.5965 eV

---

> Which of these has the highest molecular weight?

C25H23N7SYb

---

> Number 1 is which compound?

C25H23N7SYb

---

> Number 1 is which compound?

C25H23N7SYb